{"formula": "C2H4LiNaO", "method": "the ωB97M-V functional and the def2-TZVPD basis", "orbital_gap_ev": 5.803, "spin_multiplicity": 1, "lumo_energy_ev": -0.211, "charge": 0, "de_lowest_kcal_mol": 1.39, "species": ["O", "Na", "Li", "C", "C", "H", "H", "H", "H"], "xyz": [[-1.07, 0.12, -1.35], [-0.71, -0.92, 0.42], [-2.24, 1.33, -1.47], [1.72, 0.74, 0.46], [1.90, -0.07, 1.53], [1.24, 1.71, 0.59], [2.15, 0.48, -0.51], [1.58, 0.25, 2.53], [2.46, -1.00, 1.44]], "mulliken_charge": [-1.4546, 0.7423, 0.6977, -0.2774, -0.6544, 0.1863, 0.2103, 0.2746, 0.2752]}



{"formula": "C4H10N2", "method": "the ωB97M-V functional and the def2-TZVPD basis", "orbital_gap_ev": 9.471, "spin_multiplicity": 1, "lumo_energy_ev": 0.955, "charge": 0, "de_lowest_kcal_mol": 56.20, "smiles": "C=CN.C=NC", "species": ["C", "C", "N", "H", "H", "H", "H", "H", "C", "C", "N", "H", "H", "H", "H", "H"], "xyz": [[2.12, 0.38, -0.73], [3.06, 0.53, 0.22], [2.87, 0.16, 1.57], [1.09, 0.12, -0.45], [2.37, 0.48, -1.77], [4.02, 0.81, -0.18], [1.98, 0.56, 1.83], [3.70, 0.35, 2.11], [-3.23, 0.39, -0.40], [-1.96, -1.54, -0.24], [-3.12, -1.11, -0.51], [-3.85, 0.54, 0.48], [-2.25, 0.89, -0.33], [-3.74, 0.84, -1.27], [-1.85, -2.61, -0.43], [-1.21, -0.78, 0.09]], "mulliken_charge": [-0.5526, 0.1197, -0.5094, -0.0473, 0.2595, 0.2801, 0.2390, 0.2395, -0.6217, -0.0646, -0.3784, 0.2372, 0.2610, 0.2355, 0.3031, -0.0006]}



{"formula": "C23H35As2ClN2Pd", "method": "the ωB97M-V functional and the def2-TZVPD basis", "orbital_gap_ev": [5.427, 5.381], "spin_multiplicity": 1, "lumo_energy_ev": [-14.565, -14.619], "charge": 4, "species": ["Pd", "C", "As", "C", "C", "C", "C", "C", "C", "C", "As", "C", "C", "H", "H", "H", "H", "H", "H", "H", "H", "H", "H", "H", "H", "H", "H", "H", "H", "C", "C", "N", "C", "C", "N", "C", "C", "H", "H", "H", "H", "H", "H", "H", "H", "H", "H", "H", "H", "H", "Cl", "C", "C", "C", "C", "C", "C", "C", "H", "H", "H", "H", "H", "H"], "xyz": [[-0.07, -0.48, 0.62], [3.29, -1.92, -0.92], [1.69, -2.25, 0.17], [2.40, -3.39, 1.59], [0.65, -3.56, -0.86], [1.36, -4.59, -1.47], [0.69, -5.54, -2.23], [-0.69, -5.48, -2.36], [-1.41, -4.46, -1.76], [-0.74, -3.52, -0.98], [-1.88, -2.26, 0.03], [-3.43, -1.94, -1.12], [-2.64, -3.43, 1.40], [3.90, -2.83, -0.93], [3.91, -1.13, -0.48], [3.02, -1.64, -1.94], [2.92, -4.23, 1.12], [1.59, -3.80, 2.21], [3.11, -2.85, 2.22], [2.44, -4.65, -1.37], [1.26, -6.32, -2.73], [-1.22, -6.24, -2.91], [-2.49, -4.43, -1.86], [-4.08, -2.82, -1.09], [-3.13, -1.73, -2.15], [-4.01, -1.10, -0.74], [-3.12, -4.27, 0.89], [-3.41, -2.89, 1.96], [-1.89, -3.81, 2.09], [-0.60, -0.70, 5.20], [-0.65, -0.97, 3.67], [-0.08, 0.16, 2.94], [-0.84, 1.38, 3.25], [-0.73, 1.69, 4.76], [0.06, 0.61, 5.40], [1.43, 0.57, 4.85], [1.32, 0.35, 3.32], [-0.02, -1.48, 5.72], [-1.60, -0.68, 5.64], [-1.69, -1.11, 3.35], [-0.09, -1.88, 3.41], [-1.88, 1.24, 2.96], [-0.44, 2.21, 2.66], [-1.71, 1.75, 5.23], [-0.23, 2.65, 4.93], [0.11, 0.79, 6.41], [1.99, -0.24, 5.33], [1.95, 1.50, 5.08], [1.90, -0.54, 3.02], [1.72, 1.21, 2.78], [-1.30, 1.86, -3.32], [0.38, 1.75, -3.08], [1.23, 1.91, -4.19], [2.61, 1.87, -4.05], [3.17, 1.68, -2.79], [2.34, 1.54, -1.67], [0.93, 1.58, -1.76], [0.15, 1.56, -0.57], [0.80, 2.10, -5.17], [3.24, 2.01, -4.91], [4.24, 1.68, -2.67], [2.79, 1.43, -0.69], [-0.91, 1.82, -0.67], [0.67, 1.95, 0.31]], "mulliken_charge": [-0.0547, -1.1921, 1.0488, -1.1643, 0.2271, -0.6519, -0.8979, -0.7800, -0.5985, 0.4336, 0.9777, -1.1826, -1.1838, 0.5232, 0.4424, 0.3975, 0.4746, 0.3801, 0.4646, 0.3138, 0.4498, 0.4457, 0.3790, 0.4440, 0.4298, 0.4381, 0.4748, 0.4761, 0.3700, -1.0187, -0.3250, 0.9348, -0.6290, -0.7924, 0.0268, -0.9542, -0.2359, 0.4042, 0.3281, 0.4428, 0.1018, 0.4727, 0.2914, 0.3340, 0.3616, 0.3090, 0.3804, 0.3451, 0.0745, 0.4457, -0.0847, 0.5792, -0.6230, -0.3017, -0.8799, -0.2905, 0.8893, -1.5996, 0.4970, 0.4907, 0.4613, 0.5427, 0.7397, 0.3971]}



{"formula": "C24H38N4OPdTe", "method": "the ωB97M-V functional and the def2-TZVPD basis", "orbital_gap_ev": [5.869, 5.864], "spin_multiplicity": 2, "lumo_energy_ev": [2.773, 2.770], "charge": -1, "de_lowest_kcal_mol": 12.02, "species": ["Pd", "N", "C", "C", "N", "C", "C", "N", "H", "H", "H", "H", "H", "H", "H", "H", "H", "H", "H", "H", "H", "C", "C", "O", "N", "Te", "C", "C", "C", "C", "C", "C", "C", "C", "C", "C", "C", "C", "C", "C", "C", "C", "C", "C", "H", "H", "H", "H", "H", "H", "H", "H", "H", "H", "H", "H", "H", "H", "H", "H", "H", "H", "H", "H", "H", "H", "H", "H", "H"], "xyz": [[-0.52, 1.32, -1.40], [-0.47, 0.01, -3.38], [0.35, 0.50, -4.49], [1.81, 0.72, -4.05], [2.06, 1.68, -3.03], [2.06, 3.09, -3.25], [0.71, 3.83, -3.23], [0.00, 3.60, -1.97], [-1.42, -0.15, -3.68], [-0.11, -0.87, -3.03], [0.36, -0.19, -5.34], [-0.08, 1.44, -4.83], [2.20, -0.24, -3.71], [2.38, 0.98, -4.95], [2.11, 1.37, -2.06], [2.68, 3.55, -2.48], [2.54, 3.31, -4.22], [0.94, 4.89, -3.40], [0.08, 3.51, -4.06], [0.62, 3.75, -1.17], [-0.80, 4.21, -1.89], [4.16, 3.28, 0.30], [2.67, 2.89, 0.23], [1.82, 3.82, 0.19], [2.47, 1.61, 0.23], [-0.12, 0.75, 1.01], [-2.03, 0.05, 1.82], [-3.25, 0.49, 1.28], [-3.35, 1.50, 0.17], [-4.45, 0.00, 1.79], [-4.49, -0.90, 2.84], [-5.80, -1.43, 3.38], [-3.29, -1.29, 3.40], [-2.07, -0.82, 2.92], [-0.82, -1.28, 3.62], [0.68, -1.25, 0.96], [0.02, -2.29, 0.29], [-1.34, -2.12, -0.34], [0.60, -3.55, 0.22], [1.83, -3.83, 0.81], [2.44, -5.20, 0.74], [2.46, -2.80, 1.50], [1.91, -1.53, 1.59], [2.69, -0.51, 2.38], [4.39, 3.61, 1.31], [4.32, 4.13, -0.37], [4.81, 2.46, 0.03], [-2.76, 1.20, -0.71], [-2.93, 2.46, 0.47], [-4.39, 1.66, -0.11], [-5.39, 0.34, 1.35], [-6.64, -1.10, 2.77], [-5.97, -1.07, 4.40], [-5.81, -2.52, 3.41], [-3.28, -1.97, 4.25], [-1.06, -1.63, 4.63], [-0.09, -0.47, 3.70], [-0.33, -2.09, 3.08], [-1.38, -1.17, -0.89], [-2.12, -2.06, 0.41], [-1.56, -2.96, -1.01], [0.08, -4.34, -0.31], [1.87, -5.85, 0.07], [2.47, -5.68, 1.72], [3.47, -5.15, 0.37], [3.41, -3.00, 1.99], [3.19, -0.99, 3.22], [2.06, 0.30, 2.75], [3.44, -0.03, 1.74]], "mulliken_spin": [0.0228, -0.0005, -0.0003, -0.0001, 0.0005, -0.0029, 0.0019, -0.0001, -0.0004, 0.0003, 0.0001, 0.0001, 0.0000, 0.0002, 0.0012, -0.0011, 0.0001, 0.0000, 0.0000, -0.0027, 0.0000, 0.0694, -0.0715, 0.0263, 0.9236, 0.0084, 0.0297, 0.0010, 0.0027, 0.0013, -0.0004, 0.0004, 0.0006, -0.0034, 0.0008, -0.0208, -0.0043, -0.0005, -0.0005, 0.0004, 0.0000, -0.0016, 0.0250, -0.0102, -0.0005, 0.0062, -0.0073, -0.0010, -0.0007, 0.0002, -0.0001, 0.0001, -0.0001, -0.0001, 0.0004, 0.0000, -0.0005, -0.0002, 0.0019, -0.0005, 0.0000, 0.0001, 0.0000, 0.0000, 0.0000, 0.0000, 0.0011, 0.0021, 0.0034]}